1.
C2H5NO3 | ωB97M-V with the def2-TZVPD basis set

Orbital gap   11.21 eV
Structure (SMILES)   NC=O.O=CO
HOMO level   -10.5 eV
Maximum force   0.0228 hartree/bohr
Energy above the lowest of the compared OMol25 structures with the same formula, charge and spin   42.70 kJ/mol

Cartesian coordinates (Å):
O: 1.547 0.388 0.539
O: 2.214 -0.379 -1.462
O: -1.124 1.035 1.143
N: -1.420 -0.755 -0.239
C: -1.769 0.065 0.796
C: 2.415 0.266 -0.470
H: 0.594 0.418 0.326
H: -0.963 -0.313 -1.032
H: -2.722 -0.151 1.293
H: 3.346 0.822 -0.319
H: -2.117 -1.395 -0.575


2.
C2H5NO3S | ωB97M-V with the def2-TZVPD basis set

Orbital gap   10.17 eV
HOMO level   -9.9 eV
Maximum force   0.1345 hartree/bohr
Energy above the lowest of the compared OMol25 structures with the same formula, charge and spin   597.68 kJ/mol

Cartesian coordinates (Å):
S: 0.763 0.628 -1.212
O: -1.141 -1.206 1.393
O: -0.428 0.357 -2.003
O: 2.079 0.978 -1.654
N: 0.817 -1.107 -0.331
C: 0.193 -0.546 0.756
C: -0.003 1.094 0.483
H: -0.443 2.052 0.888
H: 0.262 -1.819 -0.843
H: -1.090 0.870 -0.213
H: 0.855 -0.758 1.629
H: -1.865 -0.541 1.107


3.
C2H5NO4 | ωB97M-V with the def2-TZVPD basis set

Orbital gap   10.58 eV
Structure (SMILES)   CC(O)(O)[N+](=O)[O-]
HOMO level   -10.2 eV
Maximum force   0.1097 hartree/bohr
Energy above the lowest of the compared OMol25 structures with the same formula, charge and spin   490.36 kJ/mol

Cartesian coordinates (Å):
O: -0.417 -2.079 0.763
O: -1.119 -1.704 -1.190
O: -1.210 0.777 -0.414
O: 0.858 0.056 -1.228
N: -0.565 -1.440 -0.217
C: 0.575 0.558 1.136
C: -0.061 0.162 -0.157
H: -1.619 0.587 -1.292
H: 1.510 -0.042 1.188
H: 0.891 1.611 0.914
H: 1.218 0.927 -1.603
H: -0.062 0.586 2.098